one) The following is a DFT calculation (the ωB97M-V functional and the def2-TZVPD basis) of an isolated ion of composition C6H14NO and charge +1.

For the HOMO-LUMO gap, the calculation gives 10.5 eV. The SMILES is CC(C)C(O)=[N+](C)C. The charge is +1. As for the HOMO energy: -14.3 eV. Its molecular weight is 116.18 g mol⁻¹.

Each line ends with the Mulliken charge.
Cartesian coordinates (Å):
C -1.55687 0.24716 1.28610  -1.457
C -1.09166 -0.21766 -0.10535  0.585
C -2.17582 -0.15455 -1.19804  -1.888
C 0.11796 0.56402 -0.34279  0.689
O 0.20222 1.47008 -1.19473  -0.404
N 1.39826 0.17501 0.27458  0.019
C 2.49440 1.18304 0.36184  -0.880
C 1.73077 -0.98784 1.13204  -0.919
H -1.60422 1.31019 1.36327  0.387
H -2.51912 0.02671 1.58517  0.494
H -0.93058 -0.11286 2.12055  0.329
H -0.86717 -1.19315 0.07741  0.297
H -2.79736 -1.02383 -1.22439  0.385
H -2.89050 0.78318 -0.95100  0.354
H -1.72738 -0.30358 -2.13650  0.608
H -0.59995 1.56521 -1.66822  0.422
H 2.53039 1.54724 1.40237  0.321
H 2.16569 1.98697 -0.30244  0.327
H 3.38506 0.54141 0.17232  0.310
H 2.23691 -0.62039 2.00881  0.324
H 2.52025 -1.62424 0.50401  0.322
H 0.81078 -1.51192 1.32468  0.374

=====

two) The following is a DFT calculation (the ωB97M-V functional and the def2-TZVPD basis) of a 2-piece molecular cluster, C6H14NO overall.

For the HOMO-LUMO gap, the calculation gives 9.4 eV. The charge is +1. As for the HOMO energy: -14.1 eV. Its molecular weight is 116.18 g mol⁻¹.

Each line ends with the Mulliken charge.
Cartesian coordinates (Å):
C 0.01417 2.72999 1.40085  0.194
C -0.86364 3.42635 2.09260  -0.743
C 0.35158 1.11952 -0.34098  -0.459
N -0.41893 1.79077 0.41761  0.018
H 1.08879 2.79167 1.50437  0.260
H -1.93036 3.31783 1.94671  0.256
H -0.51853 4.13062 2.82829  0.263
H -0.06160 0.43887 -1.07517  0.509
H 1.42361 1.27131 -0.27948  0.237
H -1.42079 1.61397 0.37657  0.343
C -0.24887 -2.01077 -0.17046  -0.772
O 0.21435 -1.13700 0.86994  -0.479
C 0.78951 -2.28547 -1.25082  -0.111
C 0.15358 -2.52621 -2.61548  -1.200
H -0.58897 -2.94711 0.27620  0.412
H -1.14480 -1.53415 -0.58812  0.365
H 0.97335 -1.56940 1.28095  0.312
H 1.49435 -1.45000 -1.30213  0.230
H 1.39018 -3.15005 -0.96544  0.383
H -0.35749 -1.63333 -2.98366  0.305
H 0.90048 -2.82124 -3.35264  0.362
H -0.58223 -3.33069 -2.56224  0.318

=====

Last place for stability: one)